Formula: C3H9NS
Source: the Open Molecules 2025 dataset
Level of theory: the ωB97M-V functional and the def2-TZVPD basis

ORCA input file:
```
! wB97M-V def2-TZVPD RIJCOSX def2/J DEFGRID3
* xyz 0 1
C 1.60 1.70 -0.45
N 0.71 0.54 -0.69
C 0.64 -0.32 0.44
S -1.19 -0.25 1.12
C -2.32 -1.36 0.32
H 1.81 2.21 -1.38
H 1.06 2.41 0.18
H 2.54 1.35 -0.01
H 1.07 0.07 -1.51
H 1.14 -0.03 1.36
H 0.64 -1.39 0.28
H -2.06 -1.54 -0.73
H -3.35 -1.01 0.39
H -2.30 -2.39 0.68
*
```

The relative energy (zero: lowest compared OMol25 entry of this formula, charge and spin) is 1.262 eV. The largest force on an atom comes out at 3.73 eV Å⁻¹. The frontier orbital gap comes out at 9.11 eV. The LUMO energy is 1.0 eV. The SMILES is CNCSC.

Formula: C54H45F5NO2P2S3Ti
Source: the Open Molecules 2025 dataset
Level of theory: the ωB97M-V functional and the def2-TZVPD basis

ORCA input file:
```
! wB97M-V def2-TZVPD RIJCOSX def2/J DEFGRID3
* xyz 0 2
Ti -2.13 -1.05 0.39
O 3.57 2.27 1.83
S 2.70 1.32 1.13
C 1.62 2.27 0.00
C 0.58 3.07 0.47
C -0.28 3.80 -0.35
C -0.02 3.75 -1.72
C 1.07 3.07 -2.24
C 1.89 2.29 -1.41
P 3.33 1.33 -2.05
C 4.64 2.54 -1.61
C 5.91 2.02 -1.65
C 7.00 2.73 -1.23
C 6.77 4.00 -0.67
C 5.52 4.60 -0.72
C 4.42 3.80 -1.18
C 3.32 1.50 -3.91
C 4.09 2.49 -4.59
C 4.31 2.50 -5.93
C 3.65 1.51 -6.69
C 2.82 0.63 -6.01
C 2.75 0.54 -4.63
C 1.61 0.78 2.42
C 1.55 1.71 3.52
C 0.74 1.44 4.62
C -0.05 0.32 4.63
C 0.00 -0.59 3.60
C 0.84 -0.39 2.50
P 0.47 -1.70 1.22
C 1.87 -1.84 -0.05
C 1.65 -2.25 -1.38
C 2.66 -2.51 -2.21
C 3.97 -2.34 -1.69
C 4.25 -2.06 -0.39
C 3.13 -1.84 0.45
C 0.86 -3.20 2.28
C 1.74 -3.15 3.38
C 1.92 -4.27 4.14
C 1.13 -5.39 3.93
C 0.25 -5.46 2.87
C 0.14 -4.35 1.97
H 0.32 3.08 1.54
H -1.04 4.34 0.16
H -0.69 4.25 -2.39
H 1.23 3.10 -3.35
H 5.99 0.92 -2.02
H 7.99 2.34 -1.21
H 7.54 4.56 -0.17
H 5.44 5.64 -0.44
H 3.48 4.23 -1.25
H 4.58 3.23 -3.98
H 5.02 3.26 -6.26
H 3.73 1.49 -7.78
H 2.36 -0.13 -6.68
H 2.21 -0.28 -4.22
H 2.22 2.51 3.51
H 0.75 2.18 5.38
H -0.74 0.22 5.50
H -0.62 -1.48 3.62
H 0.61 -2.52 -1.67
H 2.55 -2.91 -3.22
H 4.86 -2.38 -2.37
H 5.27 -1.94 -0.04
H 3.29 -1.59 1.47
H 2.16 -2.22 3.64
H 2.60 -4.09 4.98
H 1.28 -6.29 4.51
H -0.22 -6.41 2.72
H -0.58 -4.44 1.12
F -5.12 1.13 -5.21
C -4.20 0.90 -4.25
C -4.50 0.30 -3.03
F -5.66 -0.19 -2.81
C -3.45 0.20 -2.15
F -3.73 -0.39 -0.87
C -2.16 0.52 -2.40
S -0.87 0.10 -1.32
C -1.91 1.10 -3.63
F -0.66 1.39 -3.95
C -2.89 1.28 -4.55
F -2.56 1.94 -5.64
C -2.36 0.48 1.90
C -3.54 1.30 1.87
C -4.51 1.21 2.89
C -5.63 2.01 2.89
C -5.87 2.87 1.83
C -4.94 2.91 0.81
C -3.76 2.18 0.87
H -2.16 0.10 2.90
H -1.57 1.20 1.59
H -4.40 0.49 3.68
H -6.33 1.90 3.69
H -6.83 3.41 1.72
H -5.14 3.60 0.03
H -2.95 2.32 0.19
S -1.97 -3.33 -0.71
C -2.99 -3.03 -1.98
N -3.64 -2.71 -2.87
C -4.89 -4.07 1.17
C -4.73 -2.54 1.08
O -3.58 -2.03 1.77
C -3.65 -2.33 3.20
C -3.09 -3.63 3.64
H -5.08 -4.31 0.11
H -5.66 -4.47 1.84
H -3.95 -4.55 1.39
H -5.61 -1.93 1.39
H -4.65 -2.30 0.02
H -4.68 -2.14 3.44
H -3.09 -1.57 3.77
H -3.81 -4.41 3.62
H -2.92 -3.53 4.73
H -2.18 -3.90 3.15
*
```

The relative energy (zero: lowest compared OMol25 entry of this formula, charge and spin) is 2.357 eV. The largest force on an atom comes out at 3.48 eV Å⁻¹. The frontier orbital gap (spin up / spin down) comes out at 7.68 / 7.87 eV. The LUMO energy (spin up / spin down) is -0.3 / -0.1 eV.

Formula: C7H21ClN2O13PSV
Source: the Open Molecules 2025 dataset
Level of theory: the ωB97M-V functional and the def2-TZVPD basis

ORCA input file:
```
! wB97M-V def2-TZVPD RIJCOSX def2/J DEFGRID3
* xyz 0 1
N -1.70 -2.48 -3.12
C -0.55 -3.11 -3.27
C -0.02 -3.99 -2.07
O 1.39 -4.31 -2.14
S 2.30 -2.92 -2.10
O 3.51 -3.24 -2.94
O 2.97 -2.64 -0.55
P 2.01 -1.50 0.28
O 0.73 -2.48 0.98
O 1.30 -0.40 -0.83
H -2.08 -2.71 -2.18
H -0.02 -3.00 -4.27
H -0.59 -4.97 -2.10
H -0.34 -3.47 -1.11
H 1.15 -2.89 1.77
H 0.97 0.31 -0.24
O -3.84 -3.23 2.94
V -2.45 -3.13 1.91
O -1.00 -3.00 0.92
O -3.58 -6.33 -3.08
Cl -4.59 -5.53 -2.40
O -3.93 -4.56 -1.55
O -5.42 -6.39 -1.59
O -5.40 -4.84 -3.38
C 2.02 3.87 0.79
N 1.26 4.85 1.67
C 1.13 6.15 0.90
C 2.04 5.11 2.93
C -0.15 4.34 1.98
C -0.22 3.04 2.77
O 0.42 1.99 2.07
H 2.89 4.39 0.39
H 2.36 3.04 1.40
H 1.37 3.55 -0.02
H 2.13 6.52 0.68
H 0.58 6.86 1.52
H 0.59 5.95 -0.02
H 2.19 4.16 3.45
H 1.48 5.80 3.55
H 3.01 5.53 2.65
H -0.64 4.21 1.01
H -0.66 5.14 2.53
H -1.26 2.77 2.93
H 0.25 3.16 3.76
H 0.46 1.22 2.66
O -0.70 -5.09 -4.76
H -1.38 -5.77 -4.73
*
```

The largest force on an atom comes out at 4.70 eV Å⁻¹. The frontier orbital gap comes out at 2.30 eV. The LUMO energy is -4.4 eV.

Formula: C8H16BNO6
Source: the Open Molecules 2025 dataset
Level of theory: the ωB97M-V functional and the def2-TZVPD basis

ORCA input file:
```
! wB97M-V def2-TZVPD RIJCOSX def2/J DEFGRID3
* xyz 0 1
C -3.76 -0.74 1.28
C -2.75 -1.18 0.07
C -1.25 -0.83 0.63
O -1.10 -1.67 1.83
O -0.32 -1.16 -0.42
C 0.74 -0.17 -0.55
C 1.53 -0.46 -1.96
O 1.24 0.53 -2.98
C 1.89 1.79 -2.71
O 1.05 2.83 -3.33
C -0.14 2.85 -2.54
N -0.90 3.20 -1.65
B 1.84 -0.53 0.62
O 2.16 -1.94 0.74
O 2.44 0.45 1.51
C 1.53 0.78 2.60
H -3.33 0.26 1.69
H -4.80 -0.54 0.85
H -3.72 -1.58 2.06
H -2.74 -2.32 -0.09
H -3.00 -0.61 -0.89
H -1.22 0.28 0.94
H -1.00 -2.58 1.46
H 0.38 0.92 -0.52
H 2.64 -0.62 -1.75
H 1.10 -1.46 -2.34
H 1.97 2.05 -1.60
H 2.93 1.87 -3.22
H 2.75 -2.10 1.51
H 1.61 1.91 2.81
H 1.78 0.22 3.58
H 0.43 0.57 2.38
*
```

The relative energy (zero: lowest compared OMol25 entry of this formula, charge and spin) is 2.865 eV. The largest force on an atom comes out at 6.43 eV Å⁻¹. The frontier orbital gap comes out at 10.13 eV. The LUMO energy is 0.4 eV. The SMILES is CC[C@@H](O)O[C@H](COCOC#N)B(O)OC.

Formula: CH10NO2
Source: the Open Molecules 2025 dataset
Level of theory: the ωB97M-V functional and the def2-TZVPD basis

ORCA input file:
```
! wB97M-V def2-TZVPD RIJCOSX def2/J DEFGRID3
* xyz 1 1
C 1.51 2.38 -1.09
N -0.70 -1.39 1.57
H 1.43 3.38 -0.65
H 0.69 1.83 -0.60
H 2.46 1.88 -0.97
H 1.24 2.45 -2.14
H -1.58 -1.91 1.73
H -0.32 -1.18 2.52
H 0.39 -1.24 0.25
H 1.30 -1.74 -0.90
O 1.14 -0.99 -0.33
H -1.32 -0.43 0.53
H -2.72 -0.38 -0.21
O -1.85 0.08 -0.14
*
```

The relative energy (zero: lowest compared OMol25 entry of this formula, charge and spin) is 8.937 eV. The largest force on an atom comes out at 1.12 eV Å⁻¹. The frontier orbital gap comes out at 3.93 eV. The LUMO energy is -11.7 eV.

What is the largest force on an atom in the second record?
3.48 eV Å⁻¹